23
Properties=species:S:1:pos:R:3:mulliken_charge:R:1 method="wB97M-V/def2-TZVPD" e_lumo_ev=0.09 e_tot_ev=-17694.627 homo_energy_ha=-0.3100 total_charge=0 multiplicity=1 orbital_gap_ha=0.3133 max_force_ha_per_bohr=0.0650 relative_energy_kcal_mol=44.9 smiles="[H]/N=P/C.CCNCC"
H 1.860 -0.580 3.455 0.2516
N 0.877 -0.555 3.235 -0.5359
P 0.323 0.761 2.567 0.2843
C -1.461 0.312 2.548 -0.9532
H -1.582 -0.094 3.501 0.4727
H -1.317 -0.555 1.854 0.2065
H -2.096 1.137 2.120 0.3188
C 2.066 1.360 -0.345 -0.9494
C 1.394 0.132 -0.995 -0.3745
N 0.001 0.451 -1.419 -0.2332
C -1.157 -0.394 -1.180 0.0541
C -1.435 -1.546 -2.142 -1.1984
H 1.565 1.642 0.649 -0.0477
H 3.140 1.282 -0.221 0.3492
H 2.016 2.338 -0.772 0.3558
H 2.132 0.004 -1.872 0.2403
H 1.274 -0.623 -0.276 0.4340
H 0.081 0.776 -2.408 0.2078
H -2.024 0.180 -1.113 0.4004
H -1.091 -0.724 -0.034 -0.2882
H -2.256 -2.062 -1.754 0.3731
H -1.733 -1.118 -3.157 0.2849
H -0.579 -2.123 -2.241 0.3470

---

23
Properties=species:S:1:pos:R:3:mulliken_spin:R:1 method="wB97M-V/def2-TZVPD" e_lumo_ev="3.95 / 3.98" e_tot_ev=-9893.911 homo_energy_ha="0.0507 / -0.1523" total_charge=-1 multiplicity=2 s2=0.75 orbital_gap_ha="0.0945 / 0.2985" max_force_ha_per_bohr=0.0802 relative_energy_kcal_mol=68.8
N -1.982 0.473 -2.501 -0.0094
C -0.840 0.894 -1.656 1.7796
C -1.393 0.428 -0.275 0.1664
N -0.487 0.270 0.933 -0.7443
C 0.099 1.359 1.656 0.8232
C 0.262 -1.039 1.162 0.4248
C 1.569 -0.869 0.341 -1.9479
N 2.053 -2.247 0.137 0.0445
H -1.656 0.069 -3.326 -0.1914
H -2.815 1.156 -2.647 -0.0568
H -0.701 2.047 -1.555 0.0642
H 0.153 0.305 -1.761 -0.2310
H -1.693 -0.593 -0.140 0.0943
H -2.080 1.175 0.049 0.2327
H -0.818 2.082 1.867 0.0094
H 0.896 2.032 1.110 -0.1717
H 0.425 1.207 2.719 -0.1607
H -0.403 -1.942 0.881 0.1258
H 0.579 -1.064 2.320 -0.0502
H 1.221 -0.485 -0.599 1.3043
H 2.315 -0.282 0.938 -0.1914
H 2.474 -2.626 0.913 0.0065
H 2.819 -2.349 -0.566 -0.3209

---

23
Properties=species:S:1:pos:R:3:mulliken_charge:R:1 method="wB97M-V/def2-TZVPD" e_lumo_ev=1.05 e_tot_ev=-9895.753 homo_energy_ha=-0.2378 total_charge=0 multiplicity=1 orbital_gap_ha=0.2763 max_force_ha_per_bohr=0.0543 relative_energy_kcal_mol=78.4
C 1.016 -0.301 -0.652 1.3285
C 2.436 0.021 -0.254 -1.5173
C 0.425 -1.556 -0.178 -1.3133
N 0.705 0.105 -1.989 -0.6363
H 0.216 0.563 0.101 -0.3125
H 1.470 -0.036 -2.640 0.2105
H -0.144 -0.317 -2.345 0.2373
H 2.660 1.077 -0.416 0.3788
H 3.151 -0.565 -0.844 0.3998
H 2.605 -0.217 0.796 0.3795
H -0.675 -1.299 0.166 0.2595
H 0.350 -2.341 -0.934 0.3611
H 0.868 -1.934 0.740 0.3085
N -0.432 1.376 2.166 -0.6178
N -2.632 -0.067 -0.481 -0.4796
C -0.910 1.080 0.839 0.1013
C -1.856 0.060 0.697 -0.7504
H -0.284 0.521 2.691 0.2571
H 0.445 1.880 2.133 0.2789
H -3.610 -0.256 -0.305 0.2165
H -2.503 0.709 -1.119 0.2081
H -1.098 1.994 0.273 0.2898
H -2.202 -0.497 1.556 0.4120

---

23
Properties=species:S:1:pos:R:3:mulliken_charge:R:1 method="wB97M-V/def2-TZVPD" e_lumo_ev=0.72 e_tot_ev=-9894.886 homo_energy_ha=-0.2640 total_charge=0 multiplicity=1 orbital_gap_ha=0.2906 max_force_ha_per_bohr=0.0905 relative_energy_kcal_mol=98.4
C -0.261 -0.384 0.357 1.9360
C 0.983 0.302 0.537 -0.5730
C -0.482 -1.333 -0.795 -1.6958
C -1.168 -0.593 1.546 -1.7576
C -1.024 1.674 -1.622 -0.8296
N -1.002 1.293 -0.231 -0.5860
N 1.363 -1.548 1.322 -0.8399
N 1.831 0.614 -0.482 -0.2700
H -0.651 2.081 0.312 0.2289
H 1.064 0.940 1.408 0.4687
H 2.208 -1.698 0.772 0.1948
H 1.649 -1.294 2.267 0.2065
H 2.631 1.192 -0.291 0.2148
H 1.840 0.049 -1.316 0.1826
H -0.352 -2.356 -0.448 0.3828
H -1.498 -1.197 -1.163 0.3793
H 0.198 -1.166 -1.630 0.3655
H -1.027 -1.598 1.938 0.4580
H -0.952 0.117 2.344 0.3086
H -2.198 -0.449 1.228 0.4014
H -1.590 2.603 -1.767 0.3417
H -1.532 0.905 -2.211 0.2591
H -0.028 1.846 -2.074 0.2229